DFT (wB97M-V/def2-TZVPD) results for a molecular structure, Cl2H6N6OP2S.

Last column: Löwdin charge in e.
Atoms and positions in Å:
N: 1.222 1.485 0.135  -0.09
N: -1.230 1.282 -1.566  -0.36
H: 1.009 1.853 1.017  0.00
P: -1.699 -1.349 0.234  -0.01
H: -2.759 -1.638 2.086  0.03
Cl: -1.639 2.116 1.060  0.32
H: 2.110 0.896 0.138  0.11
Cl: -2.093 -2.971 -0.804  0.41
H: 1.174 1.019 -2.511  0.07
N: -0.210 -0.822 0.101  -0.32
N: 1.147 0.116 -2.002  -0.09
S: -2.427 1.179 -0.625  0.21
O: -3.577 1.974 -0.926  -0.35
H: 0.690 -0.499 -2.650  0.05
H: -1.035 -1.393 2.347  0.06
N: -1.821 -1.805 1.834  -0.09
P: 0.225 0.520 -0.688  0.43
N: -2.745 -0.292 -0.234  -0.40

Values from the calculation:
- Frontier orbital gap: 10.1 eV
- Highest occupied orbital energy: -9.75 eV